[1]
The following is a quantum chemistry calculation of a cluster of 3 separate species, C2H10N2O2 in total at a distorted geometry, from the Open Molecules 2025 dataset.

Values from the calculation:
Orbital gap: 0.29091 hartree
Structure (SMILES): N/C=C/N.O.O
Spin multiplicity: 1
HOMO level: -7.19 eV
Calculated total energy: -9309.714 eV
Total charge: 0
Strongest force on any atom: 3.38 eV/A

Geometry as XYZ:
```
16
C2H10N2O2 (ωB97M-V/def2-TZVPD)
C -0.142 -1.409 -0.829
C -0.756 -1.003 0.317
N -2.018 -0.374 0.168
N 1.299 -1.336 -0.921
H -0.608 -1.714 -1.737
H -0.464 -1.165 1.323
H -2.058 0.279 -0.609
H -2.244 0.243 0.940
H 1.798 -2.115 -0.493
H 1.617 -1.270 -1.903
H 0.354 1.664 -0.241
H -0.582 2.590 -0.981
O 0.005 1.838 -1.128
H 1.535 0.896 1.337
H 1.186 1.356 2.847
O 1.077 1.520 1.910
```

Atomic partial charges in e from the natural (NBO) method, atoms 1 to 2:
1. C -0.117
2. C -0.034

[2]
The following is a quantum chemistry calculation of a structure of composition C4H8N at a distorted geometry, from the Open Molecules 2025 dataset.

Values from the calculation:
Orbital gap: 0.30216 hartree
Spin multiplicity: 1
HOMO level: -15.32 eV
Calculated total energy: -5756.576 eV
Total charge: +1
Strongest force on any atom: 3.07 eV/A

Geometry as XYZ:
```
13
C4H8N (ωB97M-V/def2-TZVPD)
C 1.600 0.167 0.123
C -0.351 1.423 -0.001
C -1.182 0.161 0.016
C 0.882 -1.104 -0.034
N 1.141 1.301 -0.096
H 2.743 0.114 0.303
H -0.655 2.079 -0.865
H -0.584 2.227 0.752
H -1.971 0.147 0.745
H -1.354 -0.250 -0.964
H 0.565 -1.373 -0.996
H 1.197 -1.965 0.533
H -0.234 -0.747 0.301
```

Atomic partial charges in e from the natural (NBO) method, atoms 1 to 2:
1. C 0.050
2. C -0.382

[3]
The following is a quantum chemistry calculation of a cluster of 23 separate species, C4H52BO26 in total at a distorted geometry, from the Open Molecules 2025 dataset.

Values from the calculation:
Orbital gap: 0.17941 hartree
Spin multiplicity: 1
HOMO level: -3.23 eV
Calculated total energy: -58907.414 eV
Total charge: -1
Strongest force on any atom: 2.45 eV/A

Geometry as XYZ:
```
83
C4H52BO26 (ωB97M-V/def2-TZVPD)
C 1.717 -0.815 -1.833
C 1.807 -2.014 -2.721
O 2.451 -1.971 -3.723
O 1.225 -3.175 -2.395
C -0.105 -3.044 -1.794
C -1.190 -2.717 -2.795
B -1.964 -1.477 -2.442
O -2.178 -0.465 -3.405
O -2.561 -1.299 -1.165
H 2.193 0.033 -2.282
H 0.675 -0.556 -1.695
H 2.166 -1.018 -0.875
H -0.332 -4.022 -1.380
H -0.133 -2.336 -0.965
H -0.764 -2.616 -3.796
H -1.538 -0.663 -4.089
H -1.933 -0.769 -0.653
O -1.874 -5.308 0.083
H -2.764 -4.950 0.180
H -1.731 -5.823 0.883
O 5.083 -0.972 -4.080
H 4.201 -1.382 -4.037
H 4.964 -0.124 -3.641
O -1.611 1.209 -0.514
H -1.405 1.533 -1.398
H -2.064 1.944 -0.087
O -3.860 2.182 1.244
H -4.781 2.443 1.326
H -3.688 1.688 2.051
O -3.212 -7.179 -1.423
H -3.122 -7.937 -2.008
H -2.330 -6.788 -1.370
O -2.176 -2.729 1.576
H -2.310 -2.469 0.647
H -1.307 -3.146 1.574
O 3.598 1.670 -1.180
H 3.873 1.891 -0.284
H 4.205 2.174 -1.728
O -1.785 4.624 1.282
H -2.627 4.156 1.370
H -1.946 5.474 1.707
O -0.770 -0.381 3.107
H -1.225 -1.198 2.850
H -1.478 0.252 3.254
O 1.110 -1.098 5.165
H 1.097 -2.060 5.166
H 0.627 -0.853 4.357
O 2.413 -3.124 0.308
H 3.000 -3.879 0.423
H 1.864 -3.367 -0.453
O 4.503 -0.396 0.561
H 4.468 -1.358 0.529
H 4.091 -0.118 -0.268
O 0.192 5.232 3.761
H 0.861 4.555 3.913
H -0.336 4.881 3.028
O 4.115 -4.379 -1.618
H 3.256 -4.041 -1.903
H 4.605 -4.477 -2.440
O -2.225 3.746 4.585
H -2.849 4.322 5.036
H -1.400 4.258 4.559
O -6.377 0.965 1.704
H -6.289 0.006 1.699
H -6.845 1.161 0.885
O -3.536 6.826 0.121
H -3.038 7.500 -0.356
H -3.379 6.017 -0.377
O -5.358 -2.941 -2.418
H -5.199 -3.670 -3.025
H -4.506 -2.488 -2.379
O 5.877 0.145 -6.835
H 4.971 0.464 -6.793
H 5.973 -0.368 -6.022
O 5.762 3.088 -0.168
H 6.036 2.909 0.739
H 5.873 4.039 -0.269
O -2.511 8.971 2.247
H -2.861 8.111 1.982
H -3.293 9.519 2.359
O 3.920 0.381 6.325
H 4.428 -0.421 6.474
H 3.081 0.064 5.963
```

Atomic partial charges in e from the Mulliken method, atoms 1 to 2:
1. C -0.303
2. C 0.834

[4]
The following is a quantum chemistry calculation of a cluster of 2 separate species, C9H14N4O2 in total at a distorted geometry, from the Open Molecules 2025 dataset.

Values from the calculation:
Orbital gap (spin up / spin down): 0.26752 / 0.26760 hartree
Spin multiplicity: 1
HOMO level (spin up / spin down): -6.40 / -6.41 eV
Calculated total energy: -19610.026 eV
Total charge: 0
Strongest force on any atom: 2.98 eV/A

Geometry as XYZ:
```
29
C9H14N4O2 (ωB97M-V/def2-TZVPD)
C -0.023 -2.199 -0.911
C -1.176 -1.408 -1.199
C 0.985 -1.268 -1.010
C 0.995 1.167 1.557
C 1.405 0.824 -1.534
C -2.669 -1.837 -1.087
C -2.407 1.427 2.674
C 3.820 0.785 -1.377
C -1.323 0.991 1.614
N -0.882 -0.110 -1.451
N 0.427 -0.090 -1.341
N 2.344 -1.062 -1.068
N 2.599 0.268 -1.301
O 1.117 -0.037 1.549
O -0.200 1.795 1.599
H 0.075 -3.170 -0.413
H 1.172 1.703 -2.002
H -2.939 -2.922 -0.913
H -3.085 -1.167 -0.277
H -2.896 -1.572 -2.122
H -2.180 1.284 3.731
H -2.564 2.482 2.671
H -3.198 0.716 2.263
H 1.817 1.879 1.475
H 4.581 0.264 -0.843
H 3.977 1.685 -1.819
H -1.796 1.285 0.689
H -1.029 -0.106 1.528
H 3.053 -1.606 -0.682
```

Atomic partial charges in e from the natural (NBO) method, atoms 1 to 2:
1. C -0.405
2. C 0.172

[5]
The following is a quantum chemistry calculation of a structure of composition C34H41FN4O3TeTl at a distorted geometry, from the Open Molecules 2025 dataset.

Values from the calculation:
Orbital gap (spin up / spin down): 0.21937 / 0.21949 hartree
Spin multiplicity: 1
HOMO level (spin up / spin down): -9.29 / -9.12 eV
Calculated total energy: -62721.909 eV
Total charge: +1
Strongest force on any atom: 3.61 eV/A

Geometry as XYZ:
```
85
C34H41FN4O3TeTl (ωB97M-V/def2-TZVPD)
Tl -1.141 -2.008 0.553
C 4.738 3.065 -1.198
C 4.616 3.075 0.315
N 3.298 2.590 0.750
C 3.139 1.261 0.880
C 2.038 0.521 1.025
C 2.124 -1.018 1.149
O 3.090 -1.449 1.831
O 1.184 -1.692 0.633
C 0.799 1.243 1.157
O -0.286 0.730 1.374
C 0.912 2.753 0.999
C -0.242 3.495 1.032
C -0.190 4.860 0.892
F -1.346 5.537 0.964
C 1.041 5.542 0.668
C 2.191 4.776 0.671
C 2.151 3.376 0.800
N 1.098 6.935 0.490
C 0.731 7.239 -0.922
C 0.537 8.764 -1.063
N 1.393 9.385 -0.027
C 0.762 9.195 1.326
C 0.240 7.739 1.376
H 5.766 3.407 -1.446
H 4.057 3.809 -1.671
H 4.565 2.064 -1.580
H 4.761 4.066 0.721
H 5.403 2.450 0.747
H 4.068 0.678 0.983
H -1.184 2.953 1.224
H 3.122 5.333 0.586
H -0.156 6.763 -1.285
H 1.593 6.968 -1.595
H -0.505 9.036 -1.006
H 0.965 9.061 -1.997
H 1.549 10.348 -0.246
H 2.327 8.901 -0.003
H -0.079 9.883 1.397
H 1.529 9.367 2.071
H -0.791 7.689 1.087
H 0.294 7.323 2.402
Te -3.610 -2.389 2.662
C -4.884 -1.707 1.260
C -5.533 -2.666 0.383
C -6.348 -2.267 -0.649
C -6.465 -0.892 -0.892
C -5.873 0.073 -0.120
C -5.144 -0.358 0.976
H -5.344 -3.655 0.634
H -6.919 -2.868 -1.319
H -7.184 -0.639 -1.627
H -5.991 1.133 -0.318
H -4.726 0.364 1.687
C -1.343 -4.338 -4.337
C -0.949 -5.167 -3.172
C -0.565 -6.505 -3.298
C -0.104 -7.280 -2.223
C 0.444 -8.649 -2.424
C 0.023 -6.648 -0.986
C -0.398 -5.267 -0.778
C -0.871 -4.581 -1.923
N -0.353 -4.618 0.360
C 0.242 -5.232 1.580
C -0.568 -6.493 2.073
C 0.134 -4.189 2.719
C 1.719 -5.530 1.434
H -1.863 -3.384 -4.084
H -2.013 -4.837 -4.990
H -0.445 -4.092 -4.872
H -0.601 -6.940 -4.295
H 1.542 -8.668 -2.392
H 0.123 -8.971 -3.402
H 0.070 -9.390 -1.676
H 0.438 -7.058 -0.069
H -1.190 -3.549 -1.852
H -1.604 -6.341 1.824
H -0.438 -6.587 3.109
H -0.232 -7.391 1.615
H -0.954 -3.970 2.775
H 0.700 -3.297 2.392
H 0.539 -4.451 3.670
H 1.991 -6.430 0.907
H 2.127 -5.664 2.476
H 2.254 -4.631 1.097
```

Atomic partial charges in e from the Mulliken method, atoms 1 to 2:
1. Tl 0.767
2. C -0.881

[6]
The following is a quantum chemistry calculation of a cluster of 2 separate species, C4H12N2O in total at a distorted geometry, from the Open Molecules 2025 dataset.

Values from the calculation:
Orbital gap: 0.33420 hartree
Structure (SMILES): CCC/N=C\N.O
Spin multiplicity: 1
HOMO level: -8.18 eV
Calculated total energy: -9369.240 eV
Total charge: 0
Strongest force on any atom: 2.42 eV/A

Geometry as XYZ:
```
19
C4H12N2O (ωB97M-V/def2-TZVPD)
C 0.746 -1.770 1.243
C 1.489 -0.428 1.346
C 0.675 0.705 0.783
N -1.072 2.128 -1.321
C -0.058 1.231 -1.480
N 0.322 0.392 -0.618
H 0.849 -2.172 0.234
H -0.324 -1.573 1.388
H 1.119 -2.460 1.997
H 2.472 -0.502 0.874
H 1.792 -0.218 2.372
H -0.251 0.893 1.338
H 1.182 1.676 0.771
H -1.481 2.546 -2.140
H -1.713 2.030 -0.551
H 0.466 1.397 -2.433
H -2.298 -1.951 -0.926
H -1.499 -0.822 -1.515
O -2.413 -1.100 -1.362
```

Atomic partial charges in e from the natural (NBO) method, atoms 1 to 2:
1. C -0.609
2. C -0.402

[7]
The following is a quantum chemistry calculation of the ion C5H10NO with charge +1 at a distorted geometry, from the Open Molecules 2025 dataset.

Values from the calculation:
Orbital gap: 0.30948 hartree
Structure (SMILES): [NH3+]/C=C/CCC=O
Spin multiplicity: 1
HOMO level: -12.49 eV
Calculated total energy: -8874.727 eV
Total charge: +1
Strongest force on any atom: 5.49 eV/A

Geometry as XYZ:
```
17
C5H10NO (ωB97M-V/def2-TZVPD)
O -1.766 0.841 3.063
C -1.300 -0.102 2.529
C 0.033 -0.205 1.836
C 0.030 0.783 0.689
C 0.447 0.039 -0.455
C 0.136 0.238 -1.709
N 0.710 -0.488 -2.865
H -1.857 -1.134 2.904
H 0.615 0.101 2.686
H 0.216 -1.210 1.446
H -0.976 1.237 0.469
H 0.447 1.724 0.947
H 1.127 -0.979 -0.121
H -0.612 1.038 -1.986
H 0.047 -0.498 -3.733
H 1.180 -1.454 -2.679
H 1.523 0.070 -3.021
```

Atomic partial charges in e from the natural (NBO) method, atoms 1 to 2:
1. O -0.495
2. C 0.447

[8]
The following is a quantum chemistry calculation of a structure of composition C11H16Cl2IN5OSTi, from the Open Molecules 2025 dataset.

Values from the calculation:
Orbital gap: 0.29254 hartree
Spin multiplicity: 1
HOMO level: -15.16 eV
Calculated total energy: -88250.228 eV
Total charge: +2
Strongest force on any atom: 0.79 eV/A

Geometry as XYZ:
```
38
C11H16Cl2IN5OSTi (ωB97M-V/def2-TZVPD)
Ti 0.368 0.079 0.046
C -1.636 -2.902 -2.567
C -0.740 -1.883 -1.943
N -0.447 -1.813 -0.701
N -0.930 -2.754 0.168
C -0.624 -2.651 1.482
N -1.111 -3.589 2.277
S 0.375 -1.420 2.097
C -0.125 -0.801 -2.757
C -0.027 -0.866 -4.126
C 0.603 0.176 -4.804
C 1.101 1.246 -4.090
C 0.976 1.245 -2.712
N 0.384 0.239 -2.058
H -2.482 -3.132 -1.916
H -2.055 -2.530 -3.498
H -1.097 -3.829 -2.784
H -1.526 -3.485 -0.189
H -1.665 -4.364 1.948
H -0.919 -3.544 3.266
H -0.422 -1.713 -4.668
H 0.698 0.144 -5.881
H 1.587 2.079 -4.577
H 1.350 2.059 -2.104
Cl -1.835 0.376 0.551
N -0.340 3.067 2.001
C 0.135 3.098 0.781
O 0.415 2.043 0.144
C 0.338 4.411 0.109
I 2.385 4.700 -0.361
H -0.581 2.197 2.452
H -0.576 3.925 2.476
H 0.029 5.242 0.734
H -0.214 4.415 -0.827
Cl 2.524 -1.114 -0.347
C 2.341 0.318 0.718
H 2.867 1.162 0.283
H 2.674 0.079 1.721
```

Atomic partial charges in e from the Mulliken method, atoms 1 to 2:
1. Ti -0.028
2. C -1.923